Computed, not measured: a 2-piece molecular cluster, C3H10NOPS overall at a distorted geometry, with ωB97M-V/def2-TZVPD.

Structure (XYZ):
```
17
Properties=species:S:1:pos:R:3:mulliken_charge:R:1
C -1.145 -0.516 1.876 -1.29
C 0.163 -0.614 1.087 -0.03
C 0.299 0.502 0.104 -0.91
N 1.897 0.486 -3.106 -0.53
O 0.282 -1.370 -2.542 -0.48
P 1.537 -0.599 -1.875 0.47
S 3.002 -1.816 -1.475 -0.40
H -1.206 -1.329 2.594 0.35
H -1.205 0.426 2.416 0.33
H -2.001 -0.586 1.207 0.36
H 0.166 -1.576 0.564 0.22
H 1.012 -0.614 1.770 0.28
H -0.604 0.779 -0.421 0.38
H 0.932 1.332 0.372 0.38
H 1.169 1.162 -3.314 0.26
H 2.807 0.923 -3.011 0.26
H 0.330 -2.324 -2.437 0.34
```

Computed properties:
LUMO level: 0.09 eV
net charge: 0
ΔE to the lowest compared entry with this formula, charge and spin: 142.6 kJ/mol
E_tot: -26935.017 eV
gap between HOMO and LUMO: 8.3772 eV

***

Computed, not measured: a 2-piece molecular cluster, C3H10NOS overall, with ωB97M-V/def2-TZVPD.

Structure (XYZ):
```
16
Properties=species:S:1:pos:R:3:mulliken_charge:R:1
C 0.843 -0.767 2.091 -0.61
S 0.834 0.986 2.562 -0.18
C -0.079 1.662 1.148 -0.66
H 1.672 -1.241 2.605 0.31
H 0.966 -0.880 1.015 0.20
H -0.113 -1.199 2.367 0.24
H -0.593 2.557 1.472 0.34
H 0.609 1.875 0.327 0.23
H -0.750 0.897 0.760 0.15
N -1.304 -0.960 -2.353 -0.78
C 0.036 -0.321 -2.140 -0.48
O 0.552 -0.504 -0.916 -0.81
H -1.268 -1.778 -1.745 0.30
H -1.976 -0.373 -1.861 0.26
H 0.686 -0.714 -2.952 0.24
H -0.116 0.760 -2.379 0.25
```

Computed properties:
LUMO level: 3.45 eV
net charge: -1
ΔE to the lowest compared entry with this formula, charge and spin: 154.4 kJ/mol
E_tot: -17645.842 eV
gap between HOMO and LUMO: 6.3156 eV

***

Computed, not measured: a 2-piece molecular cluster, C3H10NOS overall at a distorted geometry, with ωB97M-V/def2-TZVPD.

Structure (XYZ):
```
16
Properties=species:S:1:pos:R:3:mulliken_charge:R:1
C -1.227 0.901 0.519 -1.05
C -0.543 -0.386 0.909 0.21
C 0.418 -1.075 -0.227 -0.80
S 2.091 -0.402 -0.119 -0.62
N 0.092 -0.189 2.277 -0.76
H -2.326 0.885 0.986 0.21
H -1.325 0.785 -0.515 0.33
H -0.594 1.863 0.931 0.23
H -1.340 -1.164 1.109 0.22
H 0.454 -2.100 0.054 0.32
H -0.214 -1.043 -1.237 0.21
H 0.257 -1.136 2.307 0.27
H 1.006 0.193 2.221 0.29
H 0.531 0.616 -3.404 0.30
H 1.439 1.034 -2.422 0.31
O 1.279 1.217 -3.389 -0.67
```

Computed properties:
LUMO level: 4.05 eV
net charge: -1
ΔE to the lowest compared entry with this formula, charge and spin: 159.8 kJ/mol
E_tot: -17645.787 eV
gap between HOMO and LUMO: 6.9655 eV

***

Computed, not measured: a 2-piece molecular cluster, C3H10NOS overall at a distorted geometry, with ωB97M-V/def2-TZVPD.

Structure (XYZ):
```
16
Properties=species:S:1:pos:R:3:mulliken_charge:R:1
C -0.997 -0.748 -0.742 -0.55
C -0.362 0.634 -0.659 -0.72
S 0.841 0.571 0.762 -0.71
C -1.906 -1.101 0.403 -0.43
N -2.898 -2.196 0.051 -0.50
H -0.178 -1.480 -0.809 0.16
H -1.531 -0.888 -1.711 0.35
H -1.089 1.404 -0.382 0.24
H 0.037 0.939 -1.629 0.29
H -2.600 -0.259 0.540 0.21
H -1.498 -1.515 1.315 0.38
H -3.511 -1.962 -0.695 0.17
H -2.575 -3.110 0.287 0.17
H 4.172 3.008 -0.427 0.28
H 3.201 1.782 -0.356 0.31
O 4.133 2.068 -0.266 -0.65
```

Computed properties:
LUMO level: 3.96 eV
net charge: -1
ΔE to the lowest compared entry with this formula, charge and spin: 101.1 kJ/mol
E_tot: -17646.395 eV
gap between HOMO and LUMO: 6.4668 eV

***

Computed, not measured: a 2-piece molecular cluster, C3H10NOS overall, with ωB97M-V/def2-TZVPD.

Structure (XYZ):
```
16
Properties=species:S:1:pos:R:3:mulliken_charge:R:1
C 1.605 -2.113 -1.193 -0.88
N 1.447 -0.783 -0.670 -0.33
C 0.116 -0.470 -0.225 -0.46
C -0.088 1.031 -0.106 -0.70
S 0.691 1.785 1.309 -0.11
H 1.440 -2.919 -0.460 0.30
H 2.590 -2.251 -1.644 0.31
H 0.882 -2.266 -1.993 0.30
H 2.103 -0.517 0.055 0.23
H -0.593 -0.836 -0.967 0.29
H -0.173 -0.959 0.717 0.40
H -1.159 1.278 -0.053 0.31
H 0.305 1.472 -1.027 0.36
H -3.669 -1.763 -0.848 0.32
H -2.640 -0.723 -0.400 0.32
O -3.539 -1.024 -0.248 -0.66
```

Computed properties:
spin multiplicity: 2
LUMO level (alpha / beta): 0.74 / -2.00 eV
net charge: 0
ΔE to the lowest compared entry with this formula, charge and spin: 41.0 kJ/mol
E_tot: -17644.373 eV
gap between HOMO and LUMO (alpha / beta): 9.7520 / 6.8959 eV

***

Computed, not measured: an isolated ion of composition C3H10NOS and charge +1 at a distorted geometry, with ωB97M-V/def2-TZVPD.

Structure (XYZ):
```
16
Properties=species:S:1:pos:R:3:mulliken_charge:R:1
N 0.210 0.696 1.316 -0.24
C -0.053 -0.196 0.121 -0.01
C 1.187 -0.256 -0.789 -0.56
O 2.261 -0.162 0.147 -0.57
C -1.299 0.131 -0.685 -0.93
S -2.829 -0.081 0.354 -0.19
H -0.294 0.425 2.146 0.36
H 0.140 1.669 1.032 0.34
H 1.214 0.453 1.449 0.38
H -0.234 -1.165 0.594 0.30
H 1.110 -1.234 -1.256 0.36
H 1.253 0.609 -1.444 0.37
H 3.171 -0.329 -0.154 0.33
H -1.351 -0.424 -1.623 0.42
H -1.235 1.154 -1.076 0.42
H -3.250 -1.291 -0.133 0.19
```

Computed properties:
LUMO level: -3.29 eV
net charge: +1
ΔE to the lowest compared entry with this formula, charge and spin: 39.0 kJ/mol
structure (SMILES): [NH3+][C@H](CO)CS
E_tot: -17639.054 eV
gap between HOMO and LUMO: 10.0348 eV

***

Computed, not measured: a 2-piece molecular cluster, C3H10NS overall at a distorted geometry, with ωB97M-V/def2-TZVPD.

Structure (XYZ):
```
15
Properties=species:S:1:pos:R:3:mulliken_charge:R:1
C -1.276 -2.178 -1.315 -0.66
S -1.386 -0.613 -2.094 -0.71
H -0.545 -2.940 -1.939 0.12
H -2.303 -2.893 -1.284 0.17
H -0.893 -2.177 -0.228 0.10
C 0.886 2.253 2.707 -0.74
N 1.607 1.267 1.631 -0.31
C 1.425 0.046 0.831 -0.53
H 0.929 3.309 2.549 0.28
H 1.204 2.063 3.725 0.23
H -0.141 1.983 2.589 0.28
H 2.502 1.683 1.413 0.13
H 0.989 0.221 -0.150 0.23
H 2.369 -0.393 0.675 0.27
H 0.603 -0.632 1.403 0.14
```

Computed properties:
LUMO level: 3.50 eV
net charge: -1
ΔE to the lowest compared entry with this formula, charge and spin: 327.0 kJ/mol
E_tot: -15596.412 eV
gap between HOMO and LUMO: 5.5482 eV

***

Computed, not measured: an isolated ion of composition C3H10NS and charge +1 at a distorted geometry, with ωB97M-V/def2-TZVPD.

Structure (XYZ):
```
15
Properties=species:S:1:pos:R:3:mulliken_charge:R:1
C -1.324 -0.241 -0.751 -0.28
N -2.616 -0.083 -0.132 -0.54
H -1.249 0.466 -1.612 0.37
H -1.248 -1.321 -0.976 0.27
H -3.070 0.771 -0.460 0.29
H -2.452 0.075 0.855 0.27
C 1.352 -1.499 -0.289 -0.82
S 0.286 0.134 0.449 0.11
C 1.886 1.461 0.301 -0.84
H 2.292 -1.077 -0.574 0.41
H 1.238 -2.147 0.581 0.34
H 0.718 -1.909 -1.061 0.32
H 1.326 2.250 0.735 0.37
H 2.313 1.579 -0.675 0.36
H 2.616 1.075 0.994 0.38
```

Computed properties:
LUMO level: -5.07 eV
net charge: +1
ΔE to the lowest compared entry with this formula, charge and spin: 285.4 kJ/mol
E_tot: -15589.144 eV
gap between HOMO and LUMO: 9.4918 eV

***

Computed, not measured: an isolated ion of composition C3H10NS and charge +1 at a distorted geometry, with ωB97M-V/def2-TZVPD.

Structure (XYZ):
```
15
Properties=species:S:1:pos:R:3:mulliken_charge:R:1
N 2.395 -1.350 0.492 -0.31
C 1.883 0.018 0.237 -0.49
C 0.355 -0.021 0.464 -0.69
C -0.521 0.980 -0.314 -0.76
S -2.275 0.425 -0.413 -0.14
H 2.017 -2.050 -0.140 0.37
H 2.213 -1.772 1.405 0.35
H 3.405 -1.393 0.372 0.36
H 2.313 0.799 0.853 0.32
H 1.982 0.256 -0.820 0.37
H -0.068 -1.011 0.244 0.42
H 0.074 0.063 1.519 0.33
H -0.443 1.909 0.249 0.37
H -0.357 1.123 -1.378 0.39
H -1.906 -0.771 -0.933 0.12
```

Computed properties:
LUMO level: -4.00 eV
net charge: +1
ΔE to the lowest compared entry with this formula, charge and spin: 86.5 kJ/mol
structure (SMILES): [NH3+]CCCS
E_tot: -15591.205 eV
gap between HOMO and LUMO: 8.3665 eV

***

Computed, not measured: an isolated ion of composition C3H10NS and charge +1, with ωB97M-V/def2-TZVPD.

Structure (XYZ):
```
15
Properties=species:S:1:pos:R:3:mulliken_charge:R:1
N 1.718 0.997 -0.935 -0.28
C 0.464 0.968 -0.091 -0.61
C -0.280 -0.367 -0.260 -0.49
C -1.259 -0.622 0.896 -0.84
S -1.237 -2.321 1.538 -0.19
H 2.492 0.559 -0.434 0.36
H 1.996 1.970 -1.130 0.37
H 1.595 0.518 -1.826 0.34
H 0.776 1.081 0.944 0.40
H -0.180 1.793 -0.382 0.27
H -0.837 -0.339 -1.209 0.33
H 0.449 -1.178 -0.362 0.44
H -1.056 0.048 1.723 0.35
H -2.277 -0.396 0.590 0.40
H -2.363 -2.711 0.937 0.16
```

Computed properties:
LUMO level: -3.94 eV
net charge: +1
ΔE to the lowest compared entry with this formula, charge and spin: 49.2 kJ/mol
structure (SMILES): [NH3+]CCCS
E_tot: -15591.592 eV
gap between HOMO and LUMO: 8.4786 eV

***

Computed, not measured: a 2-piece molecular cluster, C3H10NS2 overall at a distorted geometry, with ωB97M-V/def2-TZVPD.

Structure (XYZ):
```
16
Properties=species:S:1:pos:R:3:mulliken_charge:R:1
C -0.899 -0.283 1.506 -1.47
C -0.537 0.554 0.377 0.01
C 0.930 0.013 0.059 -0.03
N -1.470 0.236 -0.677 -0.30
S 1.492 -1.188 -1.030 -0.16
S 1.916 0.318 1.383 -0.13
H -0.524 0.076 2.488 0.42
H -2.007 -0.288 1.532 0.38
H -0.576 -1.294 1.399 0.45
H -0.516 1.587 0.714 0.35
H 2.354 0.462 -2.375 -0.11
H -0.992 0.603 -1.636 0.42
H -2.414 0.574 -0.554 0.33
H -1.513 -0.847 -0.601 0.45
H 2.463 -1.665 -0.184 0.24
H 2.293 1.141 -2.402 0.14
```

Computed properties:
LUMO level: -4.80 eV
net charge: +1
ΔE to the lowest compared entry with this formula, charge and spin: 371.7 kJ/mol
E_tot: -26423.697 eV
gap between HOMO and LUMO: 7.8581 eV

***

Computed, not measured: a 2-piece molecular cluster, C3H10NS3 overall, with ωB97M-V/def2-TZVPD.

Structure (XYZ):
```
17
Properties=species:S:1:pos:R:3:mulliken_charge:R:1
C -1.006 1.654 0.122 -0.49
C -2.137 0.756 -0.393 -0.59
S -1.702 -1.008 -0.554 -0.62
N 0.043 1.943 -0.873 -0.60
H -0.518 1.178 0.972 0.14
H -1.417 2.607 0.469 0.36
H -2.428 1.138 -1.377 0.21
H -2.989 0.868 0.282 0.25
H -0.379 2.515 -1.599 0.23
H 0.242 1.048 -1.326 0.23
C 1.219 -1.734 1.427 -0.68
S 2.130 -0.743 0.244 -0.06
S 2.312 -2.047 -1.342 -0.22
H 0.249 -2.004 1.004 0.12
H 1.046 -1.094 2.282 0.23
H 1.773 -2.619 1.736 0.36
H 3.561 -2.459 -1.075 0.12
```

Computed properties:
LUMO level: 3.01 eV
net charge: -1
ΔE to the lowest compared entry with this formula, charge and spin: 3.0 kJ/mol
E_tot: -37269.943 eV
gap between HOMO and LUMO: 5.5582 eV

***

Computed, not measured: a 2-piece molecular cluster, C3H10O overall, with ωB97M-V/def2-TZVPD.

Structure (XYZ):
```
14
Properties=species:S:1:pos:R:3:mulliken_charge:R:1
C -0.594 1.249 -0.265 -0.68
C 0.033 2.078 -1.376 -0.94
H -1.159 0.436 -0.726 0.21
H 0.157 0.908 0.451 0.22
H -1.340 1.827 0.273 0.31
H 0.504 2.977 -1.004 0.29
H -0.697 2.407 -2.111 0.29
H 0.778 1.491 -1.903 0.29
C 0.093 -2.426 0.962 -0.37
O 0.855 -1.756 1.979 -0.50
H 0.685 -3.210 0.480 0.26
H -0.750 -2.865 1.483 0.21
H -0.213 -1.743 0.170 0.11
H 1.649 -1.373 1.587 0.28
```

Computed properties:
LUMO level: 0.92 eV
net charge: 0
ΔE to the lowest compared entry with this formula, charge and spin: 54.9 kJ/mol
structure (SMILES): CC.CO
E_tot: -5320.044 eV
gap between HOMO and LUMO: 11.3222 eV

***

Computed, not measured: a 2-piece molecular cluster, C3H10O2 overall at a distorted geometry, with ωB97M-V/def2-TZVPD.

Structure (XYZ):
```
15
Properties=species:S:1:pos:R:3:mulliken_charge:R:1
C 2.096 0.257 -0.812 -1.20
C 0.981 -0.335 -0.020 0.13
O 1.286 -0.177 1.375 -0.54
H 2.435 1.155 -0.377 0.36
H 1.717 0.299 -1.862 0.29
H 2.843 -0.510 -0.917 0.37
H 0.050 0.269 -0.122 0.02
H 0.802 -1.405 -0.136 0.30
H 2.104 -0.605 1.499 0.28
C -2.354 -0.006 0.578 -0.59
O -2.083 0.429 -0.889 -0.54
H -1.807 -0.899 0.653 0.24
H -3.358 -0.352 0.902 0.31
H -2.000 0.770 1.306 0.28
H -2.712 1.110 -1.178 0.29
```

Computed properties:
LUMO level: 0.96 eV
net charge: 0
ΔE to the lowest compared entry with this formula, charge and spin: 147.9 kJ/mol
structure (SMILES): CCO.CO
E_tot: -7366.544 eV
gap between HOMO and LUMO: 11.0531 eV

***

Computed, not measured: a 2-piece molecular cluster, C3H10O2 overall at a distorted geometry, with ωB97M-V/def2-TZVPD.

Structure (XYZ):
```
15
Properties=species:S:1:pos:R:3:mulliken_charge:R:1
C 0.065 -2.772 -0.297 -1.01
C 0.795 -1.520 0.137 -0.17
O 0.154 -0.379 -0.414 -0.49
H -0.920 -2.843 0.176 0.27
H 0.631 -3.685 -0.146 0.34
H -0.179 -2.669 -1.354 0.28
H 0.809 -1.461 1.226 0.25
H 1.809 -1.517 -0.273 0.26
H -0.377 0.101 0.238 0.31
C -0.239 3.047 -0.107 -0.51
O -0.577 1.989 0.801 -0.54
H 0.839 3.003 -0.193 0.22
H -0.782 3.942 0.197 0.28
H -0.551 2.746 -1.120 0.23
H -1.477 2.016 1.128 0.28
```

Computed properties:
LUMO level: 0.80 eV
net charge: 0
ΔE to the lowest compared entry with this formula, charge and spin: 88.9 kJ/mol
structure (SMILES): CCO.CO
E_tot: -7367.155 eV
gap between HOMO and LUMO: 10.5664 eV

***

Computed, not measured: a 2-piece molecular cluster, C3H10O2 overall at a distorted geometry, with ωB97M-V/def2-TZVPD.

Structure (XYZ):
```
15
Properties=species:S:1:pos:R:3:mulliken_charge:R:1
C 1.242 -0.130 -1.979 -1.17
C 0.795 0.918 -0.988 -0.25
C 0.921 0.477 0.508 -0.39
O -0.357 0.601 1.154 -0.52
H 2.297 -0.381 -1.906 0.32
H 0.699 -1.066 -1.806 0.33
H 0.926 0.151 -2.988 0.33
H -0.246 1.182 -1.132 0.26
H 1.431 1.805 -1.031 0.28
H 1.658 1.129 0.989 0.26
H 1.206 -0.543 0.767 0.28
H -0.465 1.459 1.557 0.27
O -3.557 -1.498 2.182 -0.62
H -3.441 -2.312 1.687 0.31
H -3.107 -1.792 2.987 0.31
```

Computed properties:
LUMO level: 0.95 eV
net charge: 0
ΔE to the lowest compared entry with this formula, charge and spin: 64.0 kJ/mol
structure (SMILES): CCCO.O
E_tot: -7367.413 eV
gap between HOMO and LUMO: 10.9613 eV